{"formula": "C16H22N2PRuSe2", "method": "ωB97M-V with the def2-TZVPD basis set", "species": ["Ru", "N", "C", "C", "C", "C", "N", "H", "H", "H", "H", "H", "H", "H", "H", "H", "H", "H", "H", "Se", "P", "Se", "C", "C", "C", "C", "C", "C", "C", "C", "C", "C", "C", "C", "H", "H", "H", "H", "H", "H", "H", "H", "H", "H"], "positions_angstrom": [[-0.0798, -0.0327, 0.2306], [-1.2772, -1.2410, -1.1115], [-0.4471, -2.3951, -1.6195], [0.7130, -2.7083, -0.6578], [2.1003, -2.4157, -1.2214], [2.3202, -0.9757, -1.6441], [2.0599, -0.0456, -0.4991], [-2.0502, -1.6138, -0.5568], [-1.7232, -0.7539, -1.8880], [-0.0676, -2.1148, -2.6002], [-1.0984, -3.2555, -1.7586], [0.6744, -3.7489, -0.3330], [0.5637, -2.1958, 0.3309], [2.2641, -3.0525, -2.0934], [2.8562, -2.7134, -0.4908], [1.6596, -0.6788, -2.4606], [3.3446, -0.8369, -1.9899], [2.3406, 0.8987, -0.7610], [2.6771, -0.3030, 0.2726], [0.1126, 0.4509, 2.5406], [-1.1838, 2.2539, 2.2058], [-1.0397, 2.0791, -0.0735], [-2.8446, 2.0020, 2.7227], [-3.0993, 1.2067, 3.8457], [-4.3927, 1.1480, 4.3348], [-5.4063, 1.8663, 3.7095], [-5.1441, 2.6541, 2.5910], [-3.8591, 2.7337, 2.0893], [-0.3304, 3.7313, 2.6368], [0.5156, 3.7276, 3.7531], [1.0514, 4.9283, 4.1798], [0.7574, 6.1051, 3.4948], [-0.0804, 6.1000, 2.3824], [-0.6337, 4.9131, 1.9427], [-2.3120, 0.6470, 4.3363], [-4.6107, 0.5424, 5.2037], [-6.4151, 1.8118, 4.0973], [-5.9420, 3.2076, 2.1151], [-3.6553, 3.3600, 1.2278], [0.7465, 2.8148, 4.2892], [1.6990, 4.9502, 5.0456], [1.1889, 7.0387, 3.8314], [-0.3010, 7.0218, 1.8617], [-1.2975, 4.9150, 1.0853]], "forces_ev_per_angstrom": [[0.058, -0.079, -0.162], [0.091, -0.001, -0.116], [-0.004, 0.005, 0.056], [-0.081, -0.067, 0.068], [0.006, -0.012, 0.047], [-0.025, 0.009, -0.013], [-0.004, -0.029, 0.105], [0.008, 0.034, 0.029], [0.019, -0.028, -0.022], [-0.008, -0.003, -0.006], [-0.007, 0.004, 0.012], [-0.041, -0.022, -0.083], [-0.004, 0.042, -0.026], [-0.001, -0.006, 0.004], [0.013, 0.014, -0.009], [0.017, 0.006, -0.019], [-0.005, 0.014, -0.009], [-0.036, 0.006, -0.012], [0.013, 0.032, -0.001], [0.102, 0.034, 0.226], [0.007, -0.069, 0.036], [-0.108, 0.096, -0.051], [0.062, 0.035, -0.031], [-0.027, -0.038, -0.016], [0.005, 0.002, 0.000], [0.004, 0.001, -0.004], [-0.005, -0.004, -0.005], [-0.004, 0.019, 0.024], [-0.073, -0.045, -0.047], [0.065, 0.012, -0.008], [-0.008, -0.013, -0.001], [0.003, 0.004, 0.000], [-0.015, -0.005, -0.016], [-0.007, 0.030, 0.015], [-0.003, 0.001, 0.009], [-0.002, 0.001, 0.002], [-0.001, 0.004, 0.002], [-0.004, -0.002, 0.005], [-0.010, 0.004, 0.002], [0.003, 0.002, 0.007], [0.000, 0.001, 0.002], [-0.001, 0.001, 0.003], [0.004, 0.002, 0.003], [0.003, 0.010, -0.002]], "homo_energy_ev": [-18.247, -18.188], "spin_multiplicity": 5, "charge": 3}

---

{"formula": "C3H7N3O2", "method": "ωB97M-V with the def2-TZVPD basis set", "species": ["C", "C", "C", "H", "H", "H", "H", "H", "H", "H", "N", "N", "N", "O", "O"], "positions_angstrom": [[2.0257, 0.6338, 0.0185], [-1.3747, -0.5524, 0.1964], [-2.5775, 0.0430, -0.0140], [3.0387, -1.2349, 0.6255], [4.0975, -0.2304, -0.4826], [1.1824, -0.9401, -0.3527], [-1.2719, -1.5048, 0.1689], [-3.0942, -0.6566, -0.9015], [-3.1738, -0.1972, 0.8015], [-1.8920, 1.6336, 0.3899], [3.0120, -0.4707, -0.1889], [0.8097, -0.0910, -0.0998], [-0.3627, 0.2552, -0.0107], [2.3135, 1.9604, 0.0834], [-2.7326, 1.3523, -0.2340]], "forces_ev_per_angstrom": [[2.160, 5.187, -0.689], [6.307, 6.318, -1.479], [-6.625, -2.911, -2.946], [-0.125, 2.527, -2.306], [-4.083, -0.210, 1.343], [-0.369, -3.319, -0.765], [0.620, -6.526, 0.294], [0.952, 1.869, 1.702], [-1.781, -1.006, 1.850], [-2.707, 0.340, -2.563], [2.988, 0.077, 1.548], [7.650, 1.222, 0.719], [-6.954, 1.785, 1.512], [-2.070, -8.233, -0.239], [4.037, 2.881, 2.018]], "homo_energy_ev": -8.819, "charge": 0}

---

{"formula": "C3H10Cl2NSi", "method": "ωB97M-V with the def2-TZVPD basis set", "species": ["C", "C", "C", "N", "Si", "Cl", "Cl", "H", "H", "H", "H", "H", "H", "H", "H", "H", "H"], "positions_angstrom": [[-1.4178, -0.4753, 0.1026], [0.1419, 0.9546, 1.3464], [1.0007, -0.6643, -0.2996], [-0.1236, 0.1853, 0.0508], [-3.4990, 1.8133, 1.4687], [-5.3972, 1.0607, 1.2977], [-3.4052, 2.8431, 3.2115], [-1.5918, -1.1913, -0.6226], [-1.2709, -1.1577, 0.9763], [-2.1860, 0.3447, 0.1184], [0.3815, 0.2905, 2.1368], [0.9021, 1.8234, 1.3152], [-0.8023, 1.4556, 1.6681], [1.9464, -0.1952, -0.4829], [0.6039, -1.3099, -1.0897], [-0.3461, 0.9563, -0.5446], [1.0359, -1.3994, 0.5250]], "forces_ev_per_angstrom": [[-0.217, -0.380, 2.950], [-0.588, 2.195, 0.348], [-1.188, -2.525, 0.033], [0.556, 2.852, 1.188], [-0.359, 0.262, -0.342], [-0.027, 0.045, 0.152], [-0.132, 0.182, 0.449], [-0.001, -0.842, -2.341], [-1.190, 0.880, 0.069], [0.610, -1.419, 0.423], [0.481, -0.900, 0.476], [-0.888, -1.811, -0.688], [0.581, -0.472, -0.542], [0.145, 0.443, -0.115], [0.771, 0.406, -0.537], [0.897, 0.549, -1.469], [0.549, 0.534, -0.055]], "homo_energy_ev": -12.771, "charge": 1}

---

{"formula": "C5H7NO2", "method": "ωB97M-V with the def2-TZVPD basis set", "species": ["C", "N", "C", "C", "C", "C", "O", "O", "H", "H", "H", "H", "H", "H", "H"], "positions_angstrom": [[-1.1952, -0.1640, -0.3686], [-2.0389, -0.4748, 0.7330], [0.1563, 0.4013, -0.0438], [1.2309, -0.5850, -0.0122], [0.2851, 1.7063, 0.1756], [2.3811, -0.4316, 0.6295], [-2.3149, 0.6126, -0.1697], [-1.1737, -0.9678, -1.4735], [-2.0744, -1.1333, -1.7857], [-2.6973, -1.2326, 0.5281], [1.0279, -1.4959, -0.5585], [1.2401, 2.1483, 0.3953], [-0.5681, 2.3615, 0.1330], [2.6024, 0.4502, 1.2051], [3.1385, -1.1952, 0.6125]], "forces_ev_per_angstrom": [[-0.065, -0.104, 0.309], [0.173, -0.957, 1.594], [-0.390, 0.395, -0.187], [0.318, -0.142, 0.018], [-0.145, -0.283, -0.100], [-0.066, -0.121, -0.039], [-0.450, 1.082, -1.021], [0.070, -0.157, -0.455], [0.096, 0.127, 0.160], [0.138, 0.135, -0.396], [0.107, -0.120, -0.018], [0.242, 0.051, 0.011], [-0.156, 0.048, 0.035], [0.000, 0.215, 0.145], [0.129, -0.170, -0.055]], "homo_energy_ev": -9.163, "charge": 0}

---

{"formula": "C18H19F2N5O", "method": "ωB97M-V with the def2-TZVPD basis set", "species": ["O", "F", "F", "N", "N", "C", "C", "C", "C", "C", "C", "C", "C", "C", "C", "C", "N", "N", "N", "C", "C", "C", "C", "C", "C", "C", "H", "H", "H", "H", "H", "H", "H", "H", "H", "H", "H", "H", "H", "H", "H", "H", "H", "H", "H"], "positions_angstrom": [[2.4274, 2.9306, -0.1407], [6.5105, 0.4849, 4.2242], [5.5693, -0.5208, -0.2815], [-5.2850, -0.3901, -2.5693], [3.7771, 1.6734, 2.0979], [2.1423, 1.7352, -0.3229], [-6.2702, -0.0336, -1.8487], [4.6703, 1.5797, 3.1698], [-4.0833, -0.5083, -2.0354], [4.0321, 0.9490, 1.0036], [-6.2014, 0.1621, -0.4813], [6.1276, 0.2130, 1.8417], [-5.0343, 0.0188, 0.1602], [5.8438, 0.8094, 3.0586], [5.2454, 0.2643, 0.7902], [-3.8923, -0.2525, -0.6584], [3.0023, 0.7796, 0.0976], [1.2601, 0.0846, -2.0075], [1.2112, -1.0894, -1.2317], [0.9064, 1.1658, -1.0682], [-1.9483, -1.7067, -0.4693], [-0.6365, -1.9453, 0.2846], [-1.6626, 0.8045, -0.4652], [-2.5565, -0.3835, -0.0339], [0.4057, -0.9957, -0.0849], [-0.1297, 0.4657, -0.1491], [-7.2796, 0.0061, -2.3578], [4.4033, 2.0580, 4.0888], [-3.3685, -0.9007, -2.7248], [-7.1625, 0.3709, 0.0450], [7.1307, -0.4099, 1.7952], [-5.0349, 0.0851, 1.2275], [2.7590, -0.1924, -0.0106], [2.1963, 0.2110, -2.4049], [1.1860, -2.0285, -1.6709], [0.4729, 2.0335, -1.5892], [-2.6154, -2.5231, -0.2120], [-1.8171, -1.8389, -1.5408], [-0.4450, -2.9543, -0.0289], [-0.7989, -2.0170, 1.3615], [-1.5981, 0.8974, -1.5619], [-1.9916, 1.6363, 0.0203], [-2.5858, -0.3198, 1.0458], [1.2312, -1.0921, 0.6981], [-0.1133, 0.6841, 0.9391]], "forces_ev_per_angstrom": [[-1.335, -2.020, -0.765], [-0.168, 0.552, -1.582], [-0.879, 1.012, 0.415], [1.287, -0.635, -2.295], [2.195, -1.094, 1.868], [0.404, 2.276, 0.392], [-3.521, 0.426, 0.305], [-0.289, -0.645, -2.636], [-0.620, 0.429, 1.935], [0.635, 0.626, 0.405], [-3.003, 0.412, 0.111], [3.225, -1.671, 0.802], [1.944, -0.228, -1.200], [-1.820, 0.365, 0.810], [0.353, -0.320, 0.898], [-1.005, -0.179, 0.484], [-0.020, -1.158, -0.259], [-0.848, 0.907, -1.145], [1.396, -3.502, -1.311], [0.019, 0.690, 0.422], [0.194, -0.171, 1.285], [-1.877, -1.767, -1.264], [2.911, -4.240, -2.437], [0.780, 0.388, -1.569], [1.798, 2.148, 1.845], [-0.545, 0.628, 2.513], [1.162, 0.153, 0.592], [-0.167, 0.280, 0.248], [0.883, 0.120, 0.030], [0.973, -0.147, -0.308], [-2.324, 1.240, -0.169], [0.608, 0.105, 0.478], [-0.227, -0.164, -0.613], [-0.325, -0.092, 0.510], [-0.210, 1.519, -0.511], [0.075, -0.424, 0.030], [-0.353, -0.094, 0.210], [0.242, 0.542, -0.165], [1.057, -0.759, 0.095], [0.036, 0.412, -0.021], [-0.987, 0.262, 0.244], [-0.498, 2.655, 1.069], [-0.352, -0.323, 0.417], [-1.562, 0.603, 0.370], [0.759, 0.882, -0.530]], "homo_energy_ev": -7.837, "charge": 0}

---

{"formula": "C4H8N2O", "method": "ωB97M-V with the def2-TZVPD basis set", "species": ["C", "N", "C", "N", "C", "O", "C", "H", "H", "H", "H", "H", "H", "H", "H"], "positions_angstrom": [[-2.4514, -0.0152, 0.0317], [-1.1662, -0.3090, -0.5711], [-0.0232, 0.0014, 0.1175], [0.1121, 0.2712, 1.3598], [1.3012, 0.3895, -0.5144], [1.3270, 1.4059, -1.1728], [2.5545, -0.3478, -0.0999], [-3.2603, -0.4809, -0.5340], [-2.6372, 1.0654, 0.0830], [-2.4877, -0.4161, 1.0490], [-1.1449, -0.4485, -1.5699], [-0.7644, 0.4132, 1.8469], [2.3470, -1.2895, 0.4125], [3.1427, -0.5245, -1.0046], [3.1508, 0.2851, 0.5663]], "forces_ev_per_angstrom": [[-0.126, -0.014, 0.111], [0.253, 0.117, 0.065], [-0.055, 0.321, 0.292], [-0.240, 0.127, -0.038], [0.158, 0.197, -0.330], [-0.017, -0.591, -0.157], [0.022, -0.063, -0.064], [0.196, 0.012, -0.009], [0.026, -0.117, 0.010], [-0.054, -0.017, -0.145], [0.259, 0.256, 0.196], [-0.167, -0.327, 0.206], [-0.038, 0.159, -0.111], [-0.019, -0.017, 0.114], [-0.195, -0.044, -0.141]], "homo_energy_ev": -9.365, "charge": 0}

---

{"formula": "C12H36ClO10Y", "method": "ωB97M-V with the def2-TZVPD basis set", "species": ["Y", "Cl", "O", "O", "O", "O", "C", "C", "O", "H", "H", "H", "H", "H", "H", "C", "C", "O", "H", "H", "H", "H", "H", "H", "C", "C", "O", "H", "H", "H", "H", "H", "H", "C", "C", "O", "H", "H", "H", "H", "H", "H", "C", "C", "O", "H", "H", "H", "H", "H", "H", "C", "C", "O", "H", "H", "H", "H", "H", "H"], "positions_angstrom": [[-4.2919, 33.1774, 15.8530], [-8.1172, 34.7820, 14.8003], [-8.7308, 33.6356, 14.1958], [-7.9484, 35.7191, 13.7306], [-8.8732, 35.3512, 15.8592], [-6.8195, 34.3565, 15.2148], [-4.5872, 32.5988, 11.4574], [-5.3761, 33.0282, 12.6951], [-4.3221, 33.5159, 13.6002], [-3.7718, 31.8917, 11.6095], [-4.3900, 33.4176, 10.7655], [-5.3182, 32.0386, 10.8744], [-5.8179, 32.1765, 13.2123], [-6.2188, 33.6738, 12.4475], [-3.6372, 33.9088, 13.0542], [-6.8100, 37.9554, 17.5500], [-5.7484, 37.7515, 18.6486], [-4.9389, 36.6436, 18.3919], [-7.3724, 38.8701, 17.7372], [-7.5160, 37.1251, 17.5319], [-6.3832, 37.9461, 16.5470], [-6.2366, 37.5000, 19.5902], [-5.1343, 38.6289, 18.8514], [-4.3736, 36.6322, 19.1677], [-11.2455, 39.1122, 18.9314], [-10.5745, 37.8689, 18.4384], [-10.3798, 37.9728, 17.0383], [-11.6510, 38.9286, 19.9263], [-12.1454, 39.2483, 18.3316], [-10.6961, 40.0534, 18.9142], [-11.1449, 36.9605, 18.6324], [-9.5664, 37.7078, 18.8203], [-10.0410, 37.1812, 16.6139], [-7.4082, 34.2734, 19.2653], [-6.2127, 33.4372, 18.8411], [-5.5879, 34.0297, 17.6820], [-7.1330, 35.1430, 19.8620], [-8.1129, 33.7096, 19.8765], [-7.9540, 34.6495, 18.4000], [-6.6195, 32.4526, 18.6105], [-5.4766, 33.3760, 19.6426], [-5.6506, 34.9706, 17.8623], [-8.8050, 40.5152, 13.5277], [-7.8143, 39.5800, 14.2350], [-6.5347, 40.1495, 14.4107], [-9.8281, 40.1391, 13.5228], [-8.4985, 40.6768, 12.4943], [-8.9504, 41.4428, 14.0814], [-7.8390, 38.6049, 13.7484], [-8.2004, 39.2864, 15.2111], [-6.5476, 40.8092, 15.1080], [-12.3677, 37.5835, 12.1873], [-11.1208, 37.3102, 12.9967], [-10.9649, 35.8846, 13.1953], [-13.2242, 37.1984, 12.7408], [-12.5135, 37.0061, 11.2744], [-12.4918, 38.6512, 12.0062], [-11.2223, 37.6592, 14.0243], [-10.1962, 37.6826, 12.5557], [-10.0211, 35.7375, 13.2917]], "forces_ev_per_angstrom": [[-3.455, 2.086, -0.100], [-2.763, -0.709, -3.055], [-0.447, -0.232, 0.962], [0.108, 1.345, -0.125], [0.394, -0.219, 0.477], [4.181, -1.010, 1.925], [-1.831, -0.470, -0.551], [0.352, -1.760, -1.649], [-0.001, 0.624, 2.903], [0.141, 0.361, 0.239], [0.546, 0.241, 0.381], [-0.080, -0.287, -0.176], [0.057, -0.205, 0.073], [0.566, 0.856, 0.520], [0.473, 0.401, -0.410], [0.629, -0.492, 0.403], [-2.080, 1.185, 0.257], [1.079, -1.704, -0.790], [0.082, -0.037, -0.147], [-0.169, -0.071, 0.321], [0.274, 0.501, 0.008], [-0.473, 0.481, 0.145], [-0.004, 0.131, -0.405], [0.507, -0.446, 0.001], [-1.109, -0.136, 0.226], [1.006, -0.637, -0.418], [-0.278, 0.777, -1.618], [0.314, 0.147, 0.208], [0.003, 0.135, -0.192], [0.322, -0.344, -0.046], [-0.308, 0.124, 0.339], [0.053, 0.116, 0.802], [0.061, -0.252, 0.589], [-0.084, 0.658, 0.104], [-1.344, -0.670, 1.615], [1.872, -1.902, -2.026], [0.226, 0.000, -0.022], [0.172, -0.232, -0.084], [-0.080, -0.186, -0.154], [0.520, -0.153, -0.413], [0.048, -0.150, -0.115], [0.410, 2.080, -0.081], [0.039, -0.166, 0.300], [-1.412, 0.418, 0.865], [0.400, -0.786, -0.714], [-0.051, -0.566, -0.085], [0.011, 0.331, 0.124], [0.517, 0.239, -0.215], [1.064, 0.073, -0.612], [-0.342, 0.304, 0.402], [-0.276, 0.081, -0.018], [-1.042, -0.405, 0.700], [-0.279, -2.010, -2.261], [-1.300, 1.903, -0.237], [-0.259, 0.478, 0.388], [1.003, 0.105, -0.287], [0.086, -0.085, 0.095], [-0.031, 0.506, 1.046], [0.352, 0.217, 0.348], [1.630, -0.585, 0.236]], "homo_energy_ev": [-16.157, -16.128], "spin_multiplicity": 2, "charge": 3}

---

{"formula": "C2H3BrO2", "method": "ωB97M-V with the def2-TZVPD basis set", "species": ["C", "C", "O", "O", "Br", "H", "H", "H"], "positions_angstrom": [[-0.5681, -0.3876, 0.3520], [0.6429, 0.4215, 0.4285], [0.7246, -0.9382, 0.5264], [1.1389, 1.0701, -0.6366], [0.9811, 1.3595, 2.1222], [-1.2211, -0.4510, 1.2132], [-1.0174, -0.5682, -0.6160], [2.1025, 0.9909, -0.6826]], "forces_ev_per_angstrom": [[-0.646, 0.555, -0.147], [-0.627, 0.307, 0.796], [1.090, -0.840, 0.049], [0.207, 0.087, -0.611], [0.070, -0.114, -0.217], [0.003, 0.018, 0.029], [0.010, 0.014, -0.086], [-0.108, -0.027, 0.187]], "homo_energy_ev": -10.385, "charge": 0}